[1]
DFT (ωB97M-V/def2-TZVPD) results for a cluster of 12 separate species, C44H79F3N4O12P in total.

Bonds (Å) are listed after each position.
Positions of all 143 atoms, in Å:
1 N -0.321 7.195 0.119  P2 1.624, H21 1.033
2 P -0.220 6.020 1.235  N1 1.624, N3 1.779, H22 1.441, H23 1.436
3 N 0.661 4.686 0.454  P2 1.779, C4 1.453, C14 1.464
4 C 0.948 4.692 -0.970  N3 1.453, N5 1.446, H24 1.153
5 N 1.693 3.527 -1.394  C4 1.446, C6 1.469, H25 1.041
6 C 1.856 2.780 -0.139  N5 1.469, C7 1.606, C14 1.551
7 C 2.660 1.391 -0.083  C6 1.606, C8 1.605, H26 1.142, H27 1.160
8 C 3.015 0.809 -1.536  C7 1.605, O9 1.444, C10 1.619, H28 1.156
9 O 1.790 0.497 -2.234  C8 1.444, H29 0.982
10 C 4.056 -0.430 -1.493  C8 1.619, F11 1.416, F12 1.436, F13 1.438
11 F 3.493 -1.600 -0.927  C10 1.416
12 F 5.221 0.002 -0.773  C10 1.436
13 F 4.444 -0.746 -2.841  C10 1.438
14 C 1.221 3.489 1.086  N3 1.464, C6 1.551, C15 1.605
15 C 1.208 3.040 2.627  C14 1.605, C16 1.570, C20 1.544
16 C 2.459 2.254 3.156  C15 1.570, C17 1.582, H30 1.137
17 C 2.295 1.892 4.687  C16 1.582, C18 1.547, H31 1.151
18 C 0.980 2.363 5.352  C17 1.547, N19 1.422, H32 1.157
19 N -0.148 3.044 4.817  C18 1.422, C20 1.423
20 C -0.055 3.395 3.442  C15 1.544, N19 1.423, H33 1.154
21 H -1.313 7.398 -0.085  N1 1.033
22 H -1.582 5.672 1.555  P2 1.441
23 H 0.501 6.595 2.335  P2 1.436
24 H 0.642 5.542 -1.686  C4 1.153
25 H 2.046 3.285 -2.343  N5 1.041
26 H 2.071 0.680 0.592  C7 1.142
27 H 3.673 1.596 0.444  C7 1.160
28 H 3.563 1.640 -2.124  C8 1.156
29 H 1.449 1.273 -2.730  O9 0.982
30 H 3.381 2.005 2.540  C16 1.137
31 H 3.112 1.317 5.258  C17 1.151
32 H 0.905 2.117 6.480  C18 1.157
33 H -0.950 3.948 2.967  C20 1.154
34 C 4.905 -2.505 -5.855  C35 1.507, H38 1.093, H39 1.092, H40 1.092
35 C 5.315 -3.884 -6.300  C34 1.507, O36 1.218, C37 1.506
36 O 6.128 -4.044 -7.193  C35 1.218
37 C 4.683 -5.056 -5.597  C35 1.506, H41 1.092, H42 1.092, H43 1.090
38 H 5.440 -1.759 -6.448  C34 1.093
39 H 3.832 -2.369 -6.008  C34 1.092
40 H 5.159 -2.363 -4.802  C34 1.092
41 H 3.601 -5.034 -5.738  C37 1.092
42 H 4.927 -5.028 -4.533  C37 1.092
43 H 5.071 -5.983 -6.020  C37 1.090
44 C -1.280 2.785 -4.124  C45 1.505, H48 1.093, H49 1.092, H50 1.092
45 C -0.222 3.796 -4.476  C44 1.505, O46 1.223, C47 1.503
46 O 0.937 3.656 -4.112  C45 1.223
47 C -0.646 4.986 -5.291  C45 1.503, H51 1.092, H52 1.092, H53 1.092
48 H -0.832 1.981 -3.534  C44 1.093
49 H -2.064 3.259 -3.530  C44 1.092
50 H -1.701 2.356 -5.036  C44 1.092
51 H -1.402 5.557 -4.748  C47 1.092
52 H -1.039 4.656 -6.254  C47 1.092
53 H 0.218 5.629 -5.469  C47 1.092
54 C 4.470 -9.062 -3.007  C55 1.505, H58 1.093, H59 1.092, H60 1.092
55 C 4.627 -8.569 -4.421  C54 1.505, O56 1.219, C57 1.504
56 O 4.036 -7.578 -4.815  C55 1.219
57 C 5.541 -9.347 -5.327  C55 1.504, H61 1.092, H62 1.092, H63 1.093
58 H 3.783 -8.405 -2.469  C54 1.093
59 H 4.058 -10.073 -3.010  C54 1.092
60 H 5.437 -9.048 -2.499  C54 1.092
61 H 5.175 -10.371 -5.432  C57 1.092
62 H 6.555 -9.347 -4.922  C57 1.092
63 H 5.558 -8.879 -6.314  C57 1.093
64 C -4.943 4.301 -0.329  C65 1.505, H68 1.093, H69 1.092, H70 1.092
65 C -3.686 3.562 0.044  C64 1.505, O66 1.221, C67 1.504
66 O -2.727 4.145 0.524  C65 1.221
67 C -3.658 2.077 -0.196  C65 1.504, H71 1.092, H72 1.092, H73 1.093
68 H -4.820 5.362 -0.101  C64 1.093
69 H -5.133 4.193 -1.399  C64 1.092
70 H -5.786 3.913 0.247  C64 1.092
71 H -3.792 1.870 -1.260  C67 1.092
72 H -4.445 1.592 0.386  C67 1.092
73 H -2.692 1.677 0.120  C67 1.093
74 C 2.517 3.126 9.523  C75 1.506, H78 1.093, H79 1.092, H80 1.092
75 C 2.929 1.746 9.081  C74 1.506, O76 1.219, C77 1.505
76 O 3.739 1.585 8.185  C75 1.219
77 C 2.301 0.576 9.789  C75 1.505, H81 1.092, H82 1.092, H83 1.091
78 H 3.048 3.871 8.926  C74 1.093
79 H 1.443 3.259 9.373  C74 1.092
80 H 2.773 3.272 10.574  C74 1.092
81 H 1.218 0.595 9.651  C77 1.092
82 H 2.549 0.609 10.852  C77 1.092
83 H 2.690 -0.353 9.368  C77 1.091
84 C -8.297 0.812 1.064  C85 1.506, H88 1.093, H89 1.092, H90 1.092
85 C -7.041 0.071 1.437  C84 1.506, O86 1.220, C87 1.505
86 O -6.081 0.653 1.915  C85 1.220
87 C -7.015 -1.414 1.198  C85 1.505, H91 1.093, H92 1.092, H93 1.092
88 H -8.174 1.873 1.291  C84 1.093
89 H -8.489 0.703 -0.006  C84 1.092
90 H -9.141 0.426 1.640  C84 1.092
91 H -7.149 -1.621 0.133  C87 1.093
92 H -7.801 -1.898 1.780  C87 1.092
93 H -6.049 -1.815 1.513  C87 1.092
94 C 1.990 6.606 -8.424  C95 1.506, H98 1.093, H99 1.092, H100 1.092
95 C 0.544 6.779 -8.806  C94 1.506, O96 1.219, C97 1.505
96 O -0.346 6.234 -8.177  C95 1.219
97 C 0.241 7.652 -9.994  C95 1.505, H101 1.092, H102 1.092, H103 1.092
98 H 2.059 5.953 -7.551  C94 1.093
99 H 2.540 6.147 -9.248  C94 1.092
100 H 2.426 7.575 -8.171  C94 1.092
101 H 0.713 7.239 -10.888  C97 1.092
102 H 0.599 8.667 -9.811  C97 1.092
103 H -0.839 7.685 -10.153  C97 1.092
104 C -4.029 8.411 3.718  C105 1.504, H108 1.092, H109 1.092, H110 1.092
105 C -3.619 7.032 3.280  C104 1.504, O106 1.221, C107 1.505
106 O -2.805 6.867 2.384  C105 1.221
107 C -4.250 5.863 3.987  C105 1.505, H111 1.092, H112 1.092, H113 1.093
108 H -3.494 9.154 3.122  C104 1.092
109 H -5.101 8.546 3.566  C104 1.092
110 H -3.774 8.557 4.770  C104 1.092
111 H -5.333 5.884 3.846  C107 1.092
112 H -4.006 5.895 5.050  C107 1.092
113 H -3.861 4.932 3.567  C107 1.093
114 C -7.511 -1.271 5.293  C115 1.506, H118 1.093, H119 1.092, H120 1.092
115 C -7.103 -2.652 4.851  C114 1.506, O116 1.218, C117 1.506
116 O -6.294 -2.816 3.956  C115 1.218
117 C -7.734 -3.821 5.559  C115 1.506, H121 1.092, H122 1.092, H123 1.092
118 H -6.977 -0.528 4.696  C114 1.093
119 H -8.584 -1.135 5.144  C114 1.092
120 H -7.253 -1.126 6.345  C114 1.092
121 H -8.817 -3.798 5.422  C117 1.092
122 H -7.486 -3.790 6.622  C117 1.092
123 H -7.347 -4.751 5.137  C117 1.092
124 C 3.499 -3.497 7.570  C125 1.506, H128 1.092, H129 1.092, H130 1.092
125 C 2.277 -3.410 8.445  C124 1.506, O126 1.218, C127 1.505
126 O 1.703 -2.351 8.627  C125 1.218
127 C 1.791 -4.682 9.086  C125 1.505, H131 1.092, H132 1.092, H133 1.092
128 H 3.733 -2.506 7.176  C124 1.092
129 H 4.350 -3.852 8.155  C124 1.092
130 H 3.308 -4.171 6.732  C124 1.092
131 H 2.566 -5.090 9.739  C127 1.092
132 H 1.524 -5.409 8.315  C127 1.092
133 H 0.904 -4.469 9.688  C127 1.092
134 C 1.574 -12.219 -6.227  C135 1.505, H138 1.092, H139 1.092, H140 1.092
135 C 3.040 -12.517 -6.397  C134 1.505, O136 1.218, C137 1.505
136 O 3.844 -12.259 -5.519  C135 1.218
137 C 3.473 -13.146 -7.695  C135 1.505, H141 1.092, H142 1.092, H143 1.092
138 H 1.408 -11.768 -5.246  C134 1.092
139 H 1.246 -11.515 -6.996  C134 1.092
140 H 0.997 -13.144 -6.290  C134 1.092
141 H 3.229 -12.484 -8.528  C137 1.092
142 H 2.980 -14.112 -7.822  C137 1.092
143 H 4.554 -13.304 -7.677  C137 1.092

Output
Multiplicity: 1
HOMO level: -10.14 eV
Charge: +1
Orbital gap: 7.36 eV

These are the Löwdin partial charges, in e, on atoms 1 to 8: N -0.304; P 0.777; N -0.154; C -0.004; N 0.131; C -0.070; C -0.066; C -0.238

***

[2]
DFT (ωB97M-V/def2-TZVPD) results for the ion C6H14NO5P2 with charge -1.

Bonds (Å) are listed after each position.
Positions of all 28 atoms, in Å:
1 C 1.543 -1.914 0.607  C2 1.545, H15 1.088, H16 1.086, H17 1.090
2 C 2.008 -0.671 -0.184  C1 1.545, C3 1.556, C4 1.526, H18 1.091
3 C 2.726 -1.181 -1.467  C2 1.556, H19 1.087, H20 1.088, H21 1.088
4 C 0.839 0.210 -0.616  C2 1.526, N5 1.450, H22 1.092, H23 1.105
5 N 0.278 0.851 0.557  C4 1.450, C6 1.452, H24 1.012
6 C -0.562 1.997 0.260  N5 1.452, P7 1.877, C12 1.575, H25 1.092
7 P -2.397 1.607 0.208  C6 1.877, P8 2.171, H26 1.408
8 P -2.713 -0.535 0.044  P7 2.171, O9 1.466, O10 1.615, O11 1.625
9 O -1.905 -1.312 0.990  P8 1.466
10 O -2.410 -1.068 -1.450  P8 1.615, H27 0.965
11 O -4.275 -0.869 0.347  P8 1.625, H28 0.967
12 C -0.370 3.031 1.432  C6 1.575, O13 1.252, O14 1.227
13 O 0.049 4.171 1.131  C12 1.252
14 O -0.615 2.605 2.557  C12 1.227
15 H 1.994 -1.878 1.597  C1 1.088
16 H 0.461 -1.983 0.664  C1 1.086
17 H 1.940 -2.819 0.145  C1 1.090
18 H 2.740 -0.069 0.355  C2 1.091
19 H 2.031 -1.858 -1.960  C3 1.087
20 H 3.610 -1.732 -1.154  C3 1.088
21 H 2.976 -0.326 -2.090  C3 1.088
22 H 0.112 -0.401 -1.155  C4 1.092
23 H 1.253 0.936 -1.338  C4 1.105
24 H 1.045 1.155 1.143  N5 1.012
25 H -0.317 2.500 -0.678  C6 1.092
26 H -2.918 1.893 1.484  P7 1.408
27 H -2.900 -0.568 -2.114  O10 0.965
28 H -4.221 -1.773 0.685  O11 0.967

Output
Multiplicity: 1
HOMO level: -4.60 eV
Charge: -1
Orbital gap: 7.44 eV
SMILES: CC(C)CN[C@@H](PP(=O)(O)O)C(=O)[O-]

These are the natural (NBO) partial charges, in e, on atoms 1 to 8: C -0.625; C -0.207; C -0.599; C -0.209; N -0.614; C -0.371; P 0.073; P 2.045